Entry 1:
DFT (ωB97M-V/def2-TZVPD) results for C3H9CeO3 as an isolated structure in a non-equilibrium geometry.

XYZ file:
```
16
C3H9CeO3 ωB97M-V/def2-TZVPD
O -2.318 2.851 -0.785
H -1.324 0.935 -2.105
H -3.261 2.690 -0.775
C 1.229 -0.427 2.072
O 0.458 -0.166 0.900
C 0.792 -0.978 -0.227
C -0.206 -0.759 -1.338
H 1.251 0.494 2.663
H 0.747 -1.227 2.648
H 2.249 -0.724 1.789
H 0.743 -2.027 0.095
H 1.804 -0.696 -0.553
H 0.285 -0.992 -2.292
H -1.098 -1.379 -1.172
Ce -0.757 1.794 0.466
O -0.593 0.611 -1.387
```

Summary:
Energy above the lowest of the compared OMol25 structures with the same formula, charge and spin in kJ/mol: 33.5
Total charge: +2
Total energy in eV: -22310.9599
Frontier orbital gap (alpha / beta) in eV: 9.663 / 9.752
Multiplicity: 2

=====

Entry 2:
DFT (ωB97M-V/def2-TZVPD) results for one molecule with the formula C3H9Cl3OSi2 in a non-equilibrium geometry.

XYZ file:
```
18
C3H9Cl3OSi2 ωB97M-V/def2-TZVPD
C 2.385 0.790 -0.942
Si 1.001 1.050 0.327
C 1.289 0.489 2.117
Cl 0.342 2.926 0.207
O -0.280 0.042 -0.328
Si -1.877 -0.286 -0.289
C -2.219 -1.901 -1.378
Cl -3.066 1.234 -0.824
Cl -2.463 -0.835 1.489
H 2.113 0.863 -1.884
H 3.258 1.386 -0.657
H 2.586 -0.301 -0.784
H 1.860 1.169 2.811
H 0.275 0.366 2.594
H 1.814 -0.392 2.160
H -3.255 -2.038 -1.403
H -1.914 -1.789 -2.414
H -1.847 -2.773 -0.803
```

Summary:
Energy above the lowest of the compared OMol25 structures with the same formula, charge and spin in kJ/mol: 0.0
SMILES: C[Si](C)(Cl)O[Si](C)(Cl)Cl
Total energy in eV: -58634.6400
Frontier orbital gap in eV: 11.238

=====

Entry 3:
DFT (ωB97M-V/def2-TZVPD) results for C3H9Cl4NSi2 as an isolated structure in a non-equilibrium geometry.

XYZ file:
```
19
C3H9Cl4NSi2 ωB97M-V/def2-TZVPD
C 0.822 -1.368 -0.379
C -1.761 -1.780 1.697
C 2.317 2.103 -0.975
N -0.179 -0.309 -0.228
Si -1.775 -0.702 0.128
Si 0.596 1.908 -0.387
Cl -2.672 -1.276 -1.572
Cl -3.028 0.808 0.713
Cl 0.247 2.783 1.388
Cl -0.729 2.192 -1.844
H 1.158 -1.365 -1.438
H 1.726 -1.360 0.276
H 0.309 -2.323 -0.147
H -2.608 -2.384 1.731
H -0.959 -2.382 1.755
H -1.757 -1.088 2.621
H 2.615 1.668 -2.014
H 2.696 3.197 -1.050
H 2.982 1.677 -0.276
```

Summary:
Energy above the lowest of the compared OMol25 structures with the same formula, charge and spin in kJ/mol: 29.2
Total energy in eV: -70597.4285
Frontier orbital gap in eV: 8.718

=====

Entry 4:
DFT (ωB97M-V/def2-TZVPD) results for a 2-piece molecular cluster, C3H9ClN3 overall in a non-equilibrium geometry.

XYZ file:
```
16
C3H9ClN3 ωB97M-V/def2-TZVPD
C 0.762 2.436 -1.297
C 0.117 1.211 -1.583
C -0.537 -2.930 1.484
N 0.083 -2.905 0.391
N -1.187 -1.954 1.966
N 1.194 3.412 -2.132
Cl -0.017 0.069 -0.308
H 0.941 2.813 -0.316
H -0.115 0.981 -2.701
H -0.428 -3.759 2.201
H 0.127 -2.051 -0.113
H 0.733 -3.642 0.145
H -1.697 -1.873 2.761
H -1.333 -1.240 1.253
H 1.034 3.270 -3.147
H 1.116 4.418 -1.755
```

Summary:
Energy above the lowest of the compared OMol25 structures with the same formula, charge and spin in kJ/mol: 0.0
Total charge: +1
Total energy in eV: -20238.7330
Frontier orbital gap (alpha / beta) in eV: 4.672 / 9.768
Multiplicity: 3

=====

Entry 5:
DFT (ωB97M-V/def2-TZVPD) results for a 2-piece molecular cluster, C3H9ClNO overall in a non-equilibrium geometry.

XYZ file:
```
15
C3H9ClNO ωB97M-V/def2-TZVPD
C 0.060 0.123 1.594
C 0.702 -1.070 -0.536
C -1.238 0.290 -0.425
N -0.371 -0.594 0.307
O 0.556 1.933 -0.712
Cl 0.656 2.532 -2.200
H 0.653 0.842 1.160
H -0.764 0.438 2.064
H 0.773 -0.457 2.264
H 1.488 -0.394 -0.967
H 1.188 -1.978 -0.077
H 0.317 -1.413 -1.472
H -1.675 -0.011 -1.317
H -1.459 1.246 -0.064
H -0.884 -1.488 0.381
```

Summary:
Energy above the lowest of the compared OMol25 structures with the same formula, charge and spin in kJ/mol: 646.7
Total charge: +1
Total energy in eV: -19303.1208
Frontier orbital gap (alpha / beta) in eV: 6.302 / 6.326

=====

Entry 6:
DFT (ωB97M-V/def2-TZVPD) results for C3H9F8K2N4O20PS8 as an isolated structure in a non-equilibrium geometry.

XYZ file:
```
55
C3H9F8K2N4O20PS8 ωB97M-V/def2-TZVPD
K -19.402 1.663 -14.503
K -20.244 2.089 -17.857
N -19.536 -0.030 -16.535
S -17.934 -0.573 -16.996
O -17.778 -1.665 -17.961
O -16.875 -0.357 -16.038
F -17.721 0.661 -18.020
S -20.212 -1.385 -16.519
O -19.763 -2.455 -15.685
O -20.900 -1.853 -17.704
F -21.507 -1.041 -15.602
N -19.051 3.938 -9.616
S -17.306 4.163 -9.370
O -16.574 4.146 -10.562
O -16.765 3.722 -8.123
F -17.426 5.758 -9.166
S -18.988 2.493 -10.222
O -18.031 1.483 -9.748
O -19.398 2.375 -11.636
F -20.228 1.886 -9.528
N -18.226 -2.405 -11.125
S -19.539 -1.781 -11.940
O -20.505 -2.798 -12.174
O -19.268 -0.671 -12.901
F -20.156 -1.007 -10.651
S -17.528 -2.976 -12.343
O -16.578 -2.229 -13.105
O -18.240 -4.074 -13.025
F -16.546 -3.888 -11.462
N -20.448 3.923 -15.850
S -19.573 5.325 -15.725
O -18.824 5.513 -14.495
O -20.128 6.447 -16.439
F -18.432 4.748 -16.720
S -21.621 4.421 -14.999
O -22.443 5.397 -15.765
O -21.526 4.500 -13.526
F -22.486 3.037 -15.071
C -15.285 5.062 -13.520
O -14.629 3.843 -13.795
P -15.637 2.644 -14.107
O -17.043 2.684 -13.655
O -15.330 2.340 -15.669
C -15.711 3.183 -16.685
O -14.862 1.453 -13.462
C -14.999 1.142 -12.164
H -14.881 5.749 -14.264
H -14.899 5.470 -12.586
H -16.372 5.030 -13.444
H -16.538 2.817 -17.294
H -14.875 3.617 -17.233
H -16.053 4.125 -16.257
H -15.210 0.079 -12.044
H -15.884 1.587 -11.709
H -14.182 1.530 -11.557
```

Summary:
Total charge: -2
Total energy in eV: -200530.0857
Frontier orbital gap in eV: 6.786

=====

Entry 7:
DFT (ωB97M-V/def2-TZVPD) results for one molecule with the formula C3H9FN4 in a non-equilibrium geometry.

XYZ file:
```
17
C3H9FN4 ωB97M-V/def2-TZVPD
N 3.084 -1.160 -0.140
N 2.555 0.186 -0.445
C 1.263 0.220 -0.178
N 0.292 1.062 -0.822
N -0.747 1.516 0.246
C -1.957 0.580 0.106
C -1.663 -0.954 0.061
F -2.997 -1.160 -0.641
H 2.878 -1.330 0.966
H 4.090 -0.778 0.066
H 0.833 -0.543 0.530
H 0.598 1.947 -1.368
H -0.341 1.235 1.093
H -2.552 1.048 -0.659
H -2.711 0.882 0.808
H -1.629 -1.378 1.050
H -0.998 -1.374 -0.673
```

Summary:
Energy above the lowest of the compared OMol25 structures with the same formula, charge and spin in kJ/mol: 245.1
SMILES: N/N=C/NNCCF
Total energy in eV: -11929.9158
Frontier orbital gap in eV: 9.552

=====

Entry 8:
DFT (ωB97M-V/def2-TZVPD) results for a 2-piece molecular cluster, C3H9INO overall in a non-equilibrium geometry.

XYZ file:
```
15
C3H9INO ωB97M-V/def2-TZVPD
C -0.228 1.643 1.000
C -0.524 0.858 -0.292
C -0.729 -0.602 -0.221
N -0.851 -1.261 -1.279
O 1.754 -1.214 -0.006
I -0.770 -1.448 1.640
H -1.116 1.505 1.688
H 0.723 1.344 1.595
H -0.085 2.826 0.796
H 0.364 0.849 -0.894
H -1.383 1.271 -0.791
H -0.567 -0.971 -2.224
H 2.356 -0.399 0.142
H -1.052 -2.293 -1.231
H 2.111 -2.111 0.077
```

Summary:
Energy above the lowest of the compared OMol25 structures with the same formula, charge and spin in kJ/mol: 49.3
Total charge: +1
Total energy in eV: -14887.4061
Frontier orbital gap in eV: 9.743

=====

Entry 9:
DFT (ωB97M-V/def2-TZVPD) results for a 2-piece molecular cluster, C3H9INOP overall in a non-equilibrium geometry.

XYZ file:
```
16
C3H9INOP ωB97M-V/def2-TZVPD
C -0.170 -1.344 1.306
C 1.062 2.578 0.825
C 0.402 -1.196 -0.129
N -0.723 -1.115 -1.017
O 0.296 1.004 -1.812
P -0.769 0.074 -2.191
I -3.187 0.903 -1.992
H -0.523 -2.327 1.288
H 0.733 -1.196 1.914
H -0.994 -0.646 1.543
H 1.071 3.622 0.582
H 1.964 2.042 0.740
H 0.282 1.918 0.473
H 1.037 -0.272 -0.241
H 0.916 -2.179 -0.268
H -1.395 -1.867 -1.022
```

Summary:
Energy above the lowest of the compared OMol25 structures with the same formula, charge and spin in kJ/mol: 520.0
Total energy in eV: -24179.8393
Frontier orbital gap in eV: 3.375

=====

Entry 10:
DFT (ωB97M-V/def2-TZVPD) results for a 2-piece molecular cluster, C3H9INOP overall in a non-equilibrium geometry.

XYZ file:
```
16
C3H9INOP ωB97M-V/def2-TZVPD
C -1.274 1.640 0.861
C 1.280 -2.858 0.155
C -1.288 0.962 -0.423
N -0.059 0.448 -1.009
O 1.362 0.882 1.204
P 1.264 0.068 0.014
I 3.265 0.415 -1.511
H -0.750 2.590 0.878
H -2.321 2.008 1.147
H -0.970 0.895 1.634
H 2.141 -3.237 -0.339
H 1.170 -3.121 1.208
H 0.300 -2.765 -0.262
H -2.132 0.224 -0.520
H -1.735 1.757 -1.138
H -0.253 0.091 -1.898
```

Summary:
Energy above the lowest of the compared OMol25 structures with the same formula, charge and spin in kJ/mol: 311.8
Total energy in eV: -24181.9980
Frontier orbital gap (alpha / beta) in eV: 7.557 / 7.723

=====

Entry 11:
DFT (ωB97M-V/def2-TZVPD) results for C3H9ISi as an isolated structure in a non-equilibrium geometry.

XYZ file:
```
14
C3H9ISi ωB97M-V/def2-TZVPD
C 0.656 -1.942 -0.830
C 0.459 -0.502 -0.635
C -0.155 -0.089 0.739
Si -1.290 2.161 0.884
I 0.825 3.506 0.872
H -0.273 -2.359 -1.391
H 1.574 -2.036 -1.528
H 0.962 -2.551 0.014
H 1.519 -0.068 -0.622
H 0.023 0.060 -1.403
H 0.655 0.202 1.414
H -0.736 -0.902 1.023
H -2.263 2.418 1.885
H -1.955 2.102 -0.422
```

Summary:
Energy above the lowest of the compared OMol25 structures with the same formula, charge and spin in kJ/mol: 294.4
Total energy in eV: -19233.3952
Frontier orbital gap in eV: 8.967

=====

Entry 12:
DFT (ωB97M-V/def2-TZVPD) results for one molecule with the formula C3H9N in a non-equilibrium geometry.

XYZ file:
```
13
C3H9N ωB97M-V/def2-TZVPD
C -1.763 0.057 0.007
C -0.375 -0.562 -0.229
C 0.731 0.440 -0.057
N 2.040 -0.271 -0.076
H -2.605 -0.647 -0.187
H -1.992 1.052 -0.505
H -1.858 0.198 1.102
H -0.194 -1.011 -1.200
H -0.290 -1.326 0.606
H 0.546 1.093 0.844
H 0.693 1.173 -0.919
H 2.306 -0.674 0.884
H 2.761 0.479 -0.271
```

Summary:
Energy above the lowest of the compared OMol25 structures with the same formula, charge and spin in kJ/mol: 50.7
SMILES: CCCN
Total energy in eV: -4746.5838
Frontier orbital gap in eV: 10.666

=====

Entry 13:
DFT (ωB97M-V/def2-TZVPD) results for C3H9N as an isolated structure in a non-equilibrium geometry.

XYZ file:
```
13
C3H9N ωB97M-V/def2-TZVPD
C -0.888 -0.795 2.498
N 0.245 -0.826 -0.708
C 0.229 -0.640 -1.994
C 0.786 0.264 -0.295
H -1.203 -1.847 2.406
H 0.175 -0.679 2.234
H -1.534 -0.181 1.815
H -0.240 -1.511 -2.475
H -1.164 -0.453 3.519
H 0.291 0.240 -2.643
H 0.251 8.137 -0.275
H 0.686 7.939 -0.789
H 0.263 1.166 -0.089
```

Summary:
Energy above the lowest of the compared OMol25 structures with the same formula, charge and spin in kJ/mol: 600.7
Total energy in eV: -4740.8838
Frontier orbital gap in eV: 8.049

=====

Entry 14:
DFT (ωB97M-V/def2-TZVPD) results for C3H9N as an isolated structure in a non-equilibrium geometry.

XYZ file:
```
13
C3H9N ωB97M-V/def2-TZVPD
C -1.458 0.365 -0.179
C -0.470 -0.677 0.420
C 1.658 0.245 0.079
H -2.174 0.388 0.739
H -0.953 1.389 -0.411
H -2.157 -0.095 -1.234
H -0.177 -0.290 1.440
H -1.113 -1.643 0.430
H 0.366 -0.735 -1.424
H 1.324 1.367 -0.135
H 1.801 0.286 1.197
H 2.624 0.218 -0.519
N 0.728 -0.817 -0.402
```

Summary:
Energy above the lowest of the compared OMol25 structures with the same formula, charge and spin in kJ/mol: 218.1
Total energy in eV: -4744.8491
Frontier orbital gap in eV: 9.832

=====

Entry 15:
DFT (ωB97M-V/def2-TZVPD) results for an isolated ion of composition C3H9N2 and charge +1 in a non-equilibrium geometry.

XYZ file:
```
14
C3H9N2 ωB97M-V/def2-TZVPD
C 2.134 0.376 -0.470
N 1.567 -0.721 -0.181
C 0.110 -0.888 -0.026
N -0.556 0.329 -0.302
C -1.701 0.683 0.523
H 1.516 1.267 -0.540
H 3.202 0.442 -0.620
H 2.111 -1.580 -0.086
H -0.147 -1.746 -0.671
H -0.063 -1.193 1.014
H -0.770 0.453 -1.286
H -1.919 1.737 0.364
H -2.595 0.101 0.286
H -1.452 0.533 1.570
```

Summary:
Energy above the lowest of the compared OMol25 structures with the same formula, charge and spin in kJ/mol: 138.1
SMILES: C=[NH+]CNC
Total charge: +1
Total energy in eV: -6229.6170
Frontier orbital gap in eV: 9.068